51
Properties=species:S:1:pos:R:3:nbo_charge:R:1 method="wB97M-V/def2-TZVPD" charge=0 fmax_ev_per_a=1.01 homo_lumo_gap_ha=0.269 de_lowest_kj_mol=393.4
Tl -1.863 -0.877 -1.070 0.840
O -0.084 -1.185 2.033 -0.443
S 0.845 -1.995 1.026 2.265
O 0.601 -3.403 1.098 -0.893
N 0.696 -1.266 -0.308 -0.987
C 1.558 -1.529 -1.384 0.143
C 2.629 -2.389 -1.366 -0.261
C 3.483 -2.524 -2.481 -0.179
C 3.275 -1.800 -3.615 -0.203
C 2.170 -0.918 -3.683 -0.098
C 1.899 -0.138 -4.830 -0.121
C 0.810 0.681 -4.852 -0.261
C -0.032 0.700 -3.722 0.066
N 0.189 0.003 -2.637 -0.497
C 1.294 -0.793 -2.585 0.202
C 2.359 -1.631 1.844 -0.270
C 3.066 -2.658 2.447 -0.207
C 4.268 -2.357 3.070 -0.199
C 4.736 -1.052 3.080 -0.174
C 4.009 -0.033 2.474 -0.208
C 2.809 -0.317 1.849 -0.178
H 2.843 -2.983 -0.488 0.222
H 4.311 -3.217 -2.419 0.221
H 3.928 -1.895 -4.473 0.216
H 2.566 -0.209 -5.681 0.221
H 0.574 1.295 -5.709 0.229
H -0.926 1.314 -3.737 0.199
H 2.674 -3.666 2.429 0.249
H 4.834 -3.142 3.552 0.224
H 5.673 -0.822 3.570 0.222
H 4.375 0.985 2.497 0.227
H 2.218 0.461 1.384 0.244
Cl -6.757 5.013 -0.973 0.062
C -5.644 3.848 -0.375 -0.107
C -4.532 3.483 -1.120 -0.064
Cl -4.262 4.207 -2.659 0.058
C -3.639 2.542 -0.623 -0.138
Cl -2.231 2.177 -1.558 0.038
C -3.828 1.890 0.607 0.396
O -2.948 0.947 0.946 -0.796
C -4.949 2.299 1.353 -0.140
Cl -5.211 1.661 2.924 0.089
C -5.835 3.260 0.871 -0.051
Cl -7.184 3.727 1.827 0.069
F -3.724 -0.728 2.575 -0.592
Te -2.283 0.439 2.896 3.339
F -0.532 0.921 3.391 -0.611
F -2.952 0.946 4.557 -0.592
F -2.300 2.348 2.747 -0.613
F -1.784 -1.092 3.883 -0.618
O -1.192 -0.525 1.418 -0.542

87
Properties=species:S:1:pos:R:3:mulliken_spin:R:1 method="wB97M-V/def2-TZVPD" charge=+4 spin_multiplicity=5 fmax_ev_per_a=0.74 homo_lumo_gap_ha="0.265 / 0.206" s_squared=6.0149 de_lowest_kj_mol=175.1
Rh -0.246 -0.614 -0.353 2.074
C -4.476 -0.995 1.239 0.015
C -3.394 -0.727 0.394 0.021
N -2.148 -1.061 0.693 0.080
C -1.902 -1.692 1.874 0.021
C -2.922 -1.990 2.784 0.009
C -4.238 -1.623 2.435 0.008
C -2.612 -2.644 4.025 0.000
C -1.339 -2.980 4.326 0.004
C -0.272 -2.696 3.408 -0.010
C 1.067 -3.042 3.679 0.028
C 2.051 -2.759 2.760 0.010
C 1.696 -2.126 1.572 0.035
N 0.440 -1.782 1.290 0.068
C -0.547 -2.060 2.193 -0.004
H -5.475 -0.707 0.944 0.000
H -3.546 -0.226 -0.555 0.004
H -5.053 -1.841 3.114 0.000
H -3.416 -2.863 4.715 0.001
H -1.105 -3.471 5.262 0.000
H 1.312 -3.532 4.614 0.000
H 3.085 -3.015 2.943 -0.001
H 2.444 -1.896 0.825 0.001
Ge -0.230 -3.480 -1.248 0.007
C 1.308 -4.442 -0.832 0.001
C 1.092 -5.549 0.009 0.005
C 2.157 -6.368 0.345 -0.001
C 3.421 -6.095 -0.161 0.003
C 3.641 -5.004 -1.005 0.001
C 2.590 -4.181 -1.352 0.005
C -0.479 -1.927 -2.356 0.077
C -1.811 -1.790 -2.848 0.070
C -2.050 -1.148 -4.042 -0.010
C -0.980 -0.631 -4.778 0.032
C 0.332 -0.738 -4.312 0.011
C 0.592 -1.403 -3.131 0.037
H -1.533 -3.999 -0.651 0.001
H 0.102 -5.776 0.389 0.000
H 1.999 -7.228 0.981 0.000
H 4.248 -6.749 0.088 0.000
H 4.629 -4.823 -1.406 0.000
H 2.760 -3.362 -2.040 -0.006
H -2.642 -2.228 -2.305 -0.003
H -3.060 -1.075 -4.424 0.001
H -1.172 -0.167 -5.737 0.000
H 1.153 -0.358 -4.907 0.004
H 1.620 -1.550 -2.821 -0.015
C 2.624 5.043 -0.683 0.028
Si 2.618 3.349 -1.347 0.087
C 2.150 3.064 -3.093 0.062
C 3.669 2.091 -0.530 0.052
As 0.048 1.963 -0.258 1.013
Si 0.163 2.448 2.195 0.008
C 1.504 1.376 2.880 -0.005
C -1.531 1.903 2.729 0.055
C 0.473 4.256 2.372 0.019
Si -1.647 3.375 -1.482 0.016
C -3.064 3.199 -0.305 0.073
C -0.966 5.088 -1.543 0.022
C -1.900 2.548 -3.111 -0.001
H 3.561 5.483 -1.066 0.007
H 2.681 5.091 0.403 -0.006
H 1.816 5.668 -1.056 -0.004
H 3.073 3.179 -3.679 0.009
H 1.438 3.799 -3.467 -0.001
H 1.779 2.054 -3.272 -0.028
H 4.676 2.208 -0.958 0.012
H 3.353 1.068 -0.735 -0.005
H 3.760 2.256 0.543 -0.007
H 1.232 0.321 2.857 0.014
H 1.640 1.656 3.931 -0.002
H 2.468 1.510 2.389 0.002
H -1.897 1.019 2.205 -0.016
H -2.263 2.704 2.623 -0.001
H -1.473 1.652 3.794 0.008
H 1.528 4.504 2.248 0.002
H 0.193 4.548 3.390 0.003
H -0.121 4.866 1.690 -0.002
H -2.936 3.831 0.574 -0.003
H -3.250 2.174 0.016 -0.021
H -3.963 3.547 -0.827 0.010
H -0.572 5.422 -0.584 -0.004
H -1.807 5.750 -1.785 0.003
H -0.219 5.232 -2.324 -0.001
H -2.113 1.485 -2.994 0.018
H -1.048 2.671 -3.782 -0.001
H -2.768 3.013 -3.591 0.001

27
Properties=species:S:1:pos:R:3:mulliken_charge:R:1 method="wB97M-V/def2-TZVPD" charge=+1 fmax_ev_per_a=5.91 homo_lumo_gap_ha=0.110 de_lowest_kj_mol=617.5
O -2.182 -0.682 -4.617 -0.426
C -1.651 0.179 -3.873 0.099
C -2.375 0.708 -2.513 -0.531
C -1.462 0.144 -1.311 0.086
C -1.873 -1.281 -0.771 -0.645
C -1.004 -1.844 0.378 -0.387
C 0.237 -1.070 0.999 0.274
N 0.959 -1.749 2.028 -0.493
C 2.069 -0.991 2.507 0.260
P 3.103 -1.788 3.908 0.435
O 3.392 -3.407 3.386 -0.449
Br 5.118 -0.746 4.019 -0.148
C 2.412 0.424 1.963 -0.095
N 1.733 1.131 0.931 -0.489
C 0.646 0.317 0.473 0.414
C -0.234 0.914 -0.702 -0.256
H -0.608 0.611 -4.078 0.326
H -3.407 0.221 -2.366 0.365
H -2.439 1.845 -2.465 0.277
H -2.737 -1.891 -1.206 0.358
H -1.250 -2.881 0.811 0.382
H 3.253 -3.485 2.414 0.343
H 3.332 0.946 2.421 0.241
H 0.024 1.943 -1.173 0.864
O -1.135 3.738 -1.984 -0.765
V -1.684 4.140 -0.383 1.626
O -2.236 4.553 1.206 -0.665

21
Properties=species:S:1:pos:R:3:nbo_charge:R:1 method="wB97M-V/def2-TZVPD" charge=0 smiles=Cc1ccc([SiH](Br)Br)c(C)c1 fmax_ev_per_a=3.63 homo_lumo_gap_ha=0.351 de_lowest_kj_mol=22.1
C -0.325 1.336 1.329 -0.233
C 0.949 0.999 0.974 -0.158
C -1.255 -0.269 -0.128 -0.209
C -1.445 0.734 0.835 -0.001
C 0.031 -0.627 -0.571 0.019
C 1.180 -0.032 0.037 -0.483
C -2.837 1.133 1.117 -0.643
C 0.061 -1.873 -1.525 -0.635
Si 2.903 -0.238 -0.828 1.095
Br 3.925 -1.757 0.581 -0.340
Br 4.045 1.623 -0.506 -0.281
H -0.420 2.205 1.825 0.204
H 1.850 1.562 1.308 0.227
H -2.104 -0.960 -0.400 0.203
H -3.483 1.109 0.207 0.234
H -3.448 0.238 1.593 0.229
H -2.843 2.112 1.726 0.229
H -0.842 -2.412 -1.295 0.220
H 0.019 -1.699 -2.574 0.220
H 0.956 -2.432 -1.417 0.217
H 3.082 -0.753 -2.290 -0.114

221
Properties=species:S:1:pos:R:3:mulliken_charge:R:1 method="wB97M-V/def2-TZVPD" charge=+3 fmax_ev_per_a=5.17 homo_lumo_gap_ha=0.299
C 1.869 6.478 -0.314 -1.726
C 0.386 6.059 -0.381 0.069
N -0.646 7.131 -0.214 0.790
C -0.260 8.012 0.996 -1.390
C -0.792 8.009 -1.389 -0.582
C -1.673 9.237 -1.092 -1.119
C -2.080 6.456 0.015 -0.494
C -2.720 6.356 1.372 -0.149
O -3.034 7.577 1.899 -0.293
C -3.430 7.409 3.222 -0.672
H 2.090 6.912 0.641 0.388
H 2.131 7.116 -1.118 0.434
H 2.546 5.620 -0.342 0.418
H 0.299 5.332 0.440 0.041
H 0.202 5.493 -1.245 0.458
H -0.249 7.429 1.910 0.289
H -1.015 8.799 1.173 0.433
H 0.654 8.511 0.754 0.561
H -1.168 7.445 -2.231 0.417
H 0.211 8.254 -1.679 0.581
H -2.284 9.076 -0.230 0.308
H -2.263 9.506 -1.961 0.353
H -1.078 10.153 -0.874 0.312
H -1.911 5.455 -0.345 0.182
H -2.772 6.871 -0.792 0.283
H -2.078 5.768 2.046 0.326
H -3.738 5.813 1.183 0.027
H -2.752 6.732 3.733 0.349
H -4.499 7.061 3.219 0.181
H -3.338 8.334 3.746 0.298
C 5.298 -1.940 6.020 -1.418
C 4.873 -1.358 4.681 0.060
N 4.807 0.142 4.589 0.444
C 3.735 0.793 5.460 -1.133
C 6.107 0.675 5.057 -0.426
C 6.168 2.182 5.275 -1.331
C 4.482 0.542 3.131 0.814
C 5.687 0.545 2.164 -1.039
O 6.298 -0.766 2.075 -0.325
C 6.660 -1.197 0.725 -0.623
H 6.376 -2.057 5.918 0.438
H 4.926 -2.933 6.166 0.392
H 5.044 -1.291 6.876 0.255
H 3.810 -1.693 4.447 -0.186
H 5.470 -1.535 3.818 0.591
H 4.014 0.659 6.534 0.340
H 2.786 0.304 5.235 0.244
H 3.725 1.845 5.129 0.642
H 6.908 0.282 4.400 0.494
H 6.220 0.292 6.057 0.503
H 5.743 2.761 4.386 0.202
H 7.193 2.512 5.235 0.436
H 5.707 2.547 6.215 0.342
H 4.057 1.586 3.171 -0.390
H 3.729 -0.193 2.801 0.061
H 6.394 1.317 2.577 0.266
H 5.356 0.990 1.236 0.653
H 7.041 -2.227 0.822 0.287
H 7.439 -0.542 0.346 0.350
H 5.790 -1.132 0.133 0.157
C 7.362 -7.436 -1.280 -0.713
C 8.662 -7.957 -1.872 -0.598
N 8.995 -7.468 -3.319 0.245
C 10.126 -8.287 -3.827 -1.061
C 7.837 -7.618 -4.296 -0.325
C 7.238 -9.043 -4.483 -1.321
C 9.439 -5.944 -3.334 -0.353
C 10.970 -5.755 -3.092 -1.005
O 11.370 -6.130 -1.828 -0.304
C 12.766 -6.039 -1.569 -0.749
H 6.489 -7.988 -1.653 0.233
H 7.168 -6.378 -1.532 -0.038
H 7.510 -7.605 -0.230 0.469
H 8.635 -9.066 -1.914 0.434
H 9.506 -7.623 -1.267 0.461
H 10.955 -8.190 -3.055 0.345
H 10.320 -7.863 -4.837 0.359
H 9.760 -9.297 -3.939 0.437
H 8.387 -7.301 -5.203 0.448
H 7.136 -6.744 -4.168 0.328
H 7.951 -9.796 -4.940 0.322
H 6.371 -8.929 -5.092 0.459
H 6.819 -9.451 -3.545 0.289
H 8.810 -5.428 -2.609 0.247
H 9.176 -5.559 -4.275 0.483
H 11.072 -4.665 -3.248 0.568
H 11.548 -6.194 -3.885 0.452
H 13.081 -4.997 -1.844 0.310
H 13.368 -6.731 -2.224 0.308
H 12.874 -6.190 -0.505 0.255
C -0.642 -4.255 -1.742 -1.813
C 0.462 -3.298 -2.099 0.077
N 1.201 -2.842 -0.868 1.408
C 2.197 -1.847 -1.296 -0.927
C 0.192 -2.175 0.102 0.380
C 0.781 -1.237 1.116 -0.763
C 1.797 -4.092 -0.282 -0.255
C 3.125 -4.155 0.418 -1.154
O 3.171 -3.315 1.546 0.122
C 2.753 -3.923 2.793 -1.048
H -0.886 -4.829 -2.652 0.443
H -1.535 -3.733 -1.415 0.494
H -0.567 -4.953 -0.965 0.422
H 0.019 -2.464 -2.567 0.071
H 1.324 -3.695 -2.633 0.667
H 2.848 -1.619 -0.439 0.411
H 1.621 -0.987 -1.570 0.013
H 2.872 -2.084 -2.083 0.273
H -0.417 -2.999 0.537 0.411
H -0.495 -1.545 -0.521 -0.290
H 1.625 -1.685 1.632 -0.641
H 0.025 -0.858 1.856 0.624
H 1.266 -0.389 0.561 0.191
H 1.953 -4.713 -1.197 0.570
H 1.103 -4.451 0.425 0.425
H 3.951 -3.898 -0.312 -0.500
H 3.185 -5.204 0.724 0.560
H 3.573 -4.400 3.335 0.303
H 2.139 -4.772 2.708 0.486
H 2.341 -3.150 3.415 0.305
C -2.606 -2.674 -4.325 -0.616
N -3.623 -1.634 -4.162 0.275
C -4.946 -1.868 -4.110 -0.160
C -5.879 -0.867 -4.198 -0.502
C -5.486 0.462 -4.097 1.236
C -4.130 0.786 -4.245 -0.583
C -3.256 -0.328 -4.300 -1.224
C -6.356 1.737 -3.700 0.417
C -7.015 1.903 -2.447 -0.483
C -7.672 3.083 -2.180 -0.462
N -7.531 4.089 -3.027 0.210
C -6.735 4.025 -4.129 -0.315
C -6.159 2.850 -4.530 -0.900
C -8.280 5.288 -2.569 -0.658
H -2.300 -2.706 -5.385 0.353
H -3.041 -3.610 -3.984 0.451
H -1.800 -2.273 -3.689 -0.029
H -5.407 -2.807 -3.927 0.438
H -6.958 -1.066 -4.079 0.523
H -3.691 1.766 -4.296 0.250
H -2.211 -0.134 -4.517 0.923
H -7.059 1.083 -1.744 0.384
H -8.334 3.222 -1.312 0.574
H -6.833 4.972 -4.709 0.366
H -5.718 2.881 -5.507 0.588
H -8.224 6.024 -3.439 0.278
H -7.838 5.725 -1.667 0.313
H -9.348 5.054 -2.376 0.376
C -2.855 -0.100 1.429 -0.946
N -4.176 -0.038 1.921 0.750
C -4.581 -0.664 3.031 0.031
C -5.747 -0.369 3.664 -1.189
C -6.675 0.463 2.964 1.132
C -6.277 1.000 1.745 -0.821
C -4.991 0.873 1.238 -0.961
C -8.080 0.811 3.356 0.452
C -9.065 0.453 2.410 -0.225
C -10.357 0.832 2.684 -0.813
N -10.662 1.569 3.810 0.225
C -9.694 1.976 4.665 -0.359
C -8.410 1.547 4.509 -0.722
C -12.085 1.898 4.147 -0.839
H -2.307 -0.987 1.783 0.327
H -2.382 0.763 1.884 0.886
H -2.752 0.029 0.331 -0.539
H -3.878 -1.423 3.446 0.495
H -5.921 -0.749 4.640 0.615
H -7.030 1.554 1.207 0.392
H -4.609 1.307 0.343 1.002
H -8.805 -0.136 1.495 0.485
H -11.117 0.592 2.008 0.487
H -9.948 2.610 5.438 0.493
H -7.622 1.850 5.202 0.526
H -12.274 2.653 4.915 0.342
H -12.599 0.961 4.508 0.328
H -12.578 2.204 3.193 0.311
N -8.527 3.585 1.497 -0.073
S -9.941 3.931 0.927 0.758
O -10.889 3.132 1.617 -0.469
O -9.959 4.044 -0.511 -0.612
F -10.281 5.343 1.505 -0.268
S -7.281 4.658 1.378 0.939
O -7.323 5.545 2.509 -0.576
O -6.985 5.127 0.051 -0.612
F -6.097 3.623 1.610 -0.082
N -1.444 2.000 -3.636 -0.389
S -1.240 1.445 -2.206 1.048
O -0.782 0.045 -2.241 -0.782
O -2.258 1.770 -1.281 -0.311
F 0.031 2.195 -1.724 -0.183
S -1.676 3.497 -3.996 0.853
O -1.332 4.371 -2.962 -0.420
O -2.987 3.744 -4.570 -0.684
F -0.726 3.725 -5.128 -0.246
N 0.574 3.529 3.637 -0.567
S 2.119 3.753 3.363 1.181
O 2.619 3.375 2.112 -0.552
O 2.952 3.405 4.449 -0.660
F 2.103 5.406 3.251 -0.312
S -0.346 2.611 2.750 0.732
O -1.647 2.654 3.254 -0.642
O 0.168 1.333 2.412 -0.252
F -0.377 3.449 1.415 -0.108
N 5.882 -4.319 -2.881 -0.266
S 5.849 -2.814 -2.562 1.003
O 7.208 -2.338 -2.471 -0.616
O 4.978 -2.507 -1.494 -0.538
F 5.059 -2.072 -3.825 -0.347
S 4.614 -5.186 -2.760 1.128
O 3.404 -4.557 -2.896 -0.612
O 4.690 -6.136 -1.710 -0.673
F 4.821 -6.138 -3.979 -0.327
N -5.446 -1.571 -0.827 0.207
S -4.257 -2.637 -0.832 0.705
O -4.300 -3.663 -1.779 -0.646
O -3.668 -2.913 0.510 -0.589
F -3.256 -1.653 -1.416 0.083
S -6.983 -1.781 -0.701 0.931
O -7.572 -2.238 -1.934 -0.688
O -7.610 -0.619 -0.248 -0.453
F -7.099 -2.883 0.518 -0.330

9
Properties=species:S:1:pos:R:3:nbo_charge:R:1 method="wB97M-V/def2-TZVPD" charge=0 smiles="[H]/N=C(/C#N)OC=O" fmax_ev_per_a=0.77 homo_lumo_gap_ha=0.415 de_lowest_kj_mol=89.0
N -1.371 -0.566 -0.631 -0.553
C -0.706 0.269 0.023 0.434
O 0.660 0.439 0.228 -0.495
C 1.555 -0.475 -0.215 0.657
O 1.287 -1.488 -0.793 -0.549
C -1.371 1.260 0.840 0.205
N -1.845 1.887 1.676 -0.233
H -0.784 -1.271 -1.069 0.391
H 2.566 -0.146 0.069 0.144